No. 1
Molecular formula: C17H23N6O3STi
Method: DFT, wB97M-V/def2-TZVPD

Output
HOMO energy ... -18.2 eV
Frontier orbital gap ... 7.28 eV
M ... 439.34 g/mol
E ... -67011.646 eV

Structure (ORCA input):
```
! wB97M-V def2-TZVPD RIJCOSX def2/J DEFGRID3
* xyz 3 1
Ti -0.196 0.475 0.203
N 1.089 1.982 1.270
C 0.383 2.472 2.489
C -0.263 1.293 3.202
N -0.986 0.385 2.255
C -2.451 0.585 2.237
C -2.711 1.920 1.573
N -1.846 1.997 0.347
H 1.961 1.537 1.550
H 1.374 2.773 0.696
H -0.352 3.211 2.176
H 1.068 2.982 3.166
H -0.954 1.649 3.968
H 0.509 0.718 3.715
H -0.838 -0.580 2.539
H -2.872 0.553 3.243
H -2.892 -0.229 1.660
H -2.452 2.747 2.232
H -3.762 2.035 1.310
H -1.575 2.966 0.198
H -2.431 1.757 -0.454
O -2.320 -1.600 -6.313
C -2.253 -1.156 -5.086
O -3.225 -1.055 -4.370
C -0.959 -0.815 -4.408
C 0.170 -1.555 -4.425
C 1.098 -1.465 -3.315
C 0.929 -0.543 -2.338
C -0.042 0.500 -2.502
C -1.181 0.202 -3.354
N 1.398 -0.517 -1.012
C 2.427 -1.140 -0.590
C 2.522 -1.389 0.840
C 3.616 -2.037 1.378
C 3.574 -2.439 2.710
C 2.412 -2.203 3.416
C 1.366 -1.524 2.794
N 1.395 -1.083 1.536
H -1.493 -1.543 -6.811
H 0.322 -2.346 -5.148
H 1.849 -2.242 -3.229
H -0.706 2.198 -1.861
H -1.777 1.056 -3.670
H 3.153 -1.581 -1.272
H 4.477 -2.250 0.757
H 4.412 -2.952 3.164
H 2.293 -2.541 4.436
H 0.465 -1.370 3.377
O -1.422 -0.537 -0.605
S -2.262 -0.770 -2.051
N -0.042 1.467 -1.623
*
```

No. 2
Molecular formula: C17H23NO
Method: DFT, wB97M-V/def2-TZVPD

Output
HOMO energy ... -8.4 eV
SMILES string ... C[C@@](O)(C#CCN1CCCCCC1)c1ccccc1
Frontier orbital gap ... 9.16 eV
M ... 257.38 g/mol
E ... -21538.009 eV

Structure (ORCA input):
```
! wB97M-V def2-TZVPD RIJCOSX def2/J DEFGRID3
* xyz 0 1
C 2.421 2.545 0.569
C 1.837 1.119 0.525
O 1.323 0.757 1.801
C 0.761 1.066 -0.468
C -0.174 1.025 -1.219
C -1.352 0.931 -2.073
N -2.498 0.296 -1.445
C -2.257 -1.121 -1.223
C -3.346 -1.831 -0.421
C -3.115 -1.786 1.090
C -3.377 -0.420 1.717
C -2.570 0.705 1.074
C -3.066 1.047 -0.340
C 2.941 0.146 0.152
C 3.592 -0.592 1.128
C 4.628 -1.442 0.781
C 5.023 -1.556 -0.540
C 4.373 -0.821 -1.517
C 3.335 0.026 -1.174
H 1.639 3.265 0.803
H 2.858 2.801 -0.392
H 3.192 2.592 1.335
H 0.625 1.380 2.032
H -1.097 0.351 -2.967
H -1.647 1.936 -2.394
H -1.286 -1.296 -0.728
H -2.197 -1.574 -2.221
H -4.321 -1.413 -0.672
H -3.349 -2.879 -0.728
H -2.084 -2.083 1.295
H -3.770 -2.517 1.571
H -3.129 -0.475 2.780
H -4.441 -0.182 1.640
H -1.515 0.433 1.039
H -2.667 1.598 1.696
H -2.875 2.104 -0.542
H -4.154 0.911 -0.369
H 3.275 -0.502 2.155
H 5.129 -2.016 1.547
H 5.833 -2.217 -0.809
H 4.676 -0.907 -2.550
H 2.825 0.596 -1.938
*
```

No. 3
Molecular formula: C17H23NO4
Method: DFT, wB97M-V/def2-TZVPD

Output
HOMO energy ... -8.4 eV
SMILES string ... COC(=O)C1CCN(C(=O)CCCOc2ccccc2)CC1
Frontier orbital gap ... 9.07 eV
M ... 305.37 g/mol
E ... -27682.979 eV

Structure (ORCA input):
```
! wB97M-V def2-TZVPD RIJCOSX def2/J DEFGRID3
* xyz 0 1
C 4.346 -4.391 2.637
O 3.539 -3.520 1.857
C 2.732 -4.104 0.964
O 2.676 -5.294 0.802
C 1.878 -3.094 0.219
C 2.738 -1.977 -0.389
C 1.920 -0.708 -0.610
N 1.432 -0.198 0.656
C 0.948 1.053 0.844
O 0.504 1.406 1.922
C 1.013 1.980 -0.358
C 0.328 3.314 -0.068
C -1.189 3.165 -0.026
O -1.627 2.791 -1.320
C -2.959 2.641 -1.544
C -3.321 2.319 -2.854
C -4.648 2.149 -3.191
C -5.637 2.296 -2.231
C -5.281 2.612 -0.933
C -3.953 2.785 -0.582
C 1.321 -1.163 1.736
C 0.836 -2.497 1.188
H 5.000 -4.980 1.991
H 4.930 -3.756 3.297
H 3.719 -5.072 3.215
H 1.362 -3.648 -0.570
H 3.567 -1.747 0.281
H 3.154 -2.305 -1.341
H 1.081 -0.923 -1.286
H 2.555 0.042 -1.088
H 2.063 2.155 -0.607
H 0.529 1.508 -1.215
H 0.590 4.035 -0.844
H 0.662 3.690 0.899
H -1.647 4.120 0.265
H -1.462 2.401 0.711
H -2.539 2.212 -3.590
H -4.913 1.903 -4.208
H -6.676 2.165 -2.495
H -6.044 2.727 -0.176
H -3.704 3.028 0.439
H 0.611 -0.751 2.458
H 2.286 -1.289 2.238
H 0.642 -3.186 2.010
H -0.105 -2.341 0.658
*
```

No. 4
Molecular formula: C17H24B2CaF8O15
Method: DFT, wB97M-V/def2-TZVPD

Output
HOMO energy ... -10.6 eV
Frontier orbital gap ... 11.11 eV
M ... 682.05 g/mol
E ... -90280.154 eV

Structure (ORCA input):
```
! wB97M-V def2-TZVPD RIJCOSX def2/J DEFGRID3
* xyz 0 1
Ca 1.479 -2.087 12.401
B -0.313 0.400 11.533
F 1.034 0.025 11.316
F -0.703 -0.350 12.651
F -0.514 1.771 11.713
F -1.111 0.010 10.443
B 2.776 -4.167 13.464
F 3.179 -3.763 12.182
F 2.939 -2.999 14.204
F 1.425 -4.505 13.503
F 3.562 -5.214 13.942
C -2.964 -2.597 16.287
C -3.296 -3.608 15.170
O -2.224 -3.462 14.259
C -1.297 -2.599 14.756
O -0.224 -2.478 14.262
O -1.708 -2.075 15.903
H -2.868 -3.003 17.294
H -3.757 -1.846 16.290
H -4.214 -3.289 14.674
H -3.353 -4.640 15.520
C 4.848 -2.772 8.288
C 4.441 -4.223 8.578
O 3.228 -4.062 9.280
C 2.980 -2.767 9.536
O 2.024 -2.357 10.092
O 4.039 -2.007 9.160
H 4.849 -2.454 7.243
H 5.870 -2.583 8.632
H 5.239 -4.653 9.183
H 4.358 -4.789 7.653
C 6.758 0.392 12.367
C 5.867 1.531 11.835
O 4.556 0.908 11.767
C 4.655 -0.357 12.188
O 3.688 -1.059 12.233
O 5.891 -0.710 12.521
H 7.160 0.738 13.318
H 7.548 0.170 11.651
H 6.188 1.892 10.863
H 5.781 2.302 12.595
C 0.174 3.990 14.433
C 1.159 3.026 15.027
C 0.603 2.211 16.205
O 1.121 0.929 15.989
C 1.497 0.814 14.694
O 1.721 -0.201 14.144
O 1.556 2.029 14.106
H -0.744 3.484 14.122
H 0.582 4.385 13.498
H -0.108 4.857 15.029
H 2.012 3.608 15.395
H -0.483 2.353 16.196
H 0.887 2.675 17.150
C -4.450 -3.098 9.948
C -3.139 -3.818 9.672
C -2.165 -3.218 8.661
O -0.990 -2.950 9.420
C -1.163 -3.360 10.689
O -0.274 -3.381 11.478
O -2.415 -3.730 10.906
H -4.227 -2.108 10.355
H -5.019 -3.512 10.785
H -5.126 -3.092 9.094
H -3.319 -4.848 9.353
H -2.512 -2.312 8.158
H -1.862 -3.909 7.872
*
```

No. 5
Molecular formula: C17H24Cl2N2O3S2
Method: DFT, wB97M-V/def2-TZVPD

Output
HOMO energy ... -9.3 eV
SMILES string ... O=C(NC1CCCCCC1)C1CCN(S(=O)(=O)c2cc(Cl)sc2Cl)CC1
Frontier orbital gap ... 9.19 eV
M ... 439.43 g/mol
E ... -73855.426 eV

Structure (ORCA input):
```
! wB97M-V def2-TZVPD RIJCOSX def2/J DEFGRID3
* xyz 0 1
O -0.824 -0.380 -2.335
C -0.448 -0.059 -1.194
N -1.181 0.866 -0.466
C -2.363 1.583 -0.950
C -2.025 3.100 -1.033
C -3.016 3.941 -1.846
C -4.464 3.382 -1.957
C -5.149 2.988 -0.660
C -4.831 1.563 -0.229
C -3.383 1.293 0.142
C 0.700 -0.843 -0.601
C 1.356 0.043 0.513
C 2.593 -0.650 1.088
N 2.175 -1.978 1.643
S 3.357 -2.808 2.672
O 3.714 -1.806 3.685
O 2.779 -4.045 3.207
C 4.743 -3.058 1.543
C 5.765 -2.058 1.344
C 6.708 -2.433 0.431
Cl 7.938 -1.428 -0.099
S 6.458 -4.077 -0.181
C 4.973 -4.214 0.828
Cl 4.080 -5.706 0.782
C 1.472 -2.887 0.711
C 0.279 -2.186 0.016
H -0.880 0.911 0.498
H -2.728 1.163 -1.929
H -1.068 3.210 -1.586
H -1.868 3.502 -0.009
H -2.639 3.997 -2.896
H -3.070 4.925 -1.448
H -4.502 2.533 -2.635
H -5.097 4.179 -2.398
H -4.777 3.680 0.139
H -6.227 3.025 -0.784
H -5.517 1.380 0.618
H -5.129 0.905 -1.075
H -3.157 1.828 1.045
H -3.330 0.209 0.320
H 1.442 -0.992 -1.422
H 0.654 0.238 1.343
H 1.600 0.999 0.049
H 3.269 -0.836 0.221
H 3.107 0.024 1.839
H 5.849 -1.084 1.871
H 2.197 -3.271 -0.031
H 1.129 -3.770 1.245
H -0.540 -2.035 0.767
H -0.124 -2.865 -0.798
*
```

No. 6
Molecular formula: C17H24ClIO2Sb
Method: DFT, wB97M-V/def2-TZVPD

Output
HOMO energy ... -4.9 eV
Frontier orbital gap ... 7.74 eV
M ... 544.49 g/mol
E ... -49265.916 eV

Structure (ORCA input):
```
! wB97M-V def2-TZVPD RIJCOSX def2/J DEFGRID3
* xyz -1 1
C 3.840 2.377 0.915
C 3.087 1.536 0.264
Sb 1.628 0.061 -0.550
I 0.363 2.176 -1.847
C 0.151 -1.295 -1.481
C -0.364 -2.507 -0.566
O -1.706 -2.354 -0.018
C -2.716 -2.411 -1.008
C -4.225 -2.107 -0.477
O -2.564 -2.682 -2.228
C 0.393 0.224 1.269
C 0.034 1.713 1.751
C -1.422 2.236 1.316
C -1.731 3.756 1.636
C -3.108 4.331 1.192
C -4.178 3.479 0.444
C -3.911 1.977 0.132
C -2.513 1.410 0.588
C 2.850 -1.633 0.282
C 4.396 -1.565 -0.239
C 4.520 -2.096 -1.759
Cl 5.334 -2.751 0.855
H 4.337 3.321 1.342
H 2.646 -0.082 -1.994
H -0.768 -0.639 -1.756
H 0.587 -1.641 -2.491
H -0.365 -3.453 -1.242
H 0.321 -2.774 0.319
H -5.011 -2.245 -1.289
H -4.189 -1.049 -0.026
H -4.364 -2.825 0.423
H 1.025 -0.247 2.124
H -0.587 -0.371 1.256
H 0.014 1.681 2.913
H 0.798 2.518 1.476
H -0.924 4.380 2.179
H -3.300 5.441 1.400
H -5.148 3.990 0.126
H -4.657 1.318 -0.428
H -2.324 0.304 0.312
H 2.452 -2.637 -0.145
H 2.782 -1.617 1.428
H 4.877 -0.543 -0.078
H 4.483 -1.184 -2.466
H 3.659 -2.833 -2.004
H 5.498 -2.685 -1.854
*
```

- What is the frontier orbital gap in the fourth record?
  11.11 eV

- Number 1 is which compound?
  C17H23N6O3STi

- Which formula does entry 2 have?
  C17H23NO